(1)
Below is C46H38IIrN3OP2 as an isolated structure in a non-equilibrium geometry, with properties calculated with the ωB97M-V functional and the def2-TZVPD basis.

Last column: Mulliken spin population.
CARTESIAN COORDINATES (ANGSTROEM)
Ir (1.0960, -0.3101, -0.0990)  0.960
N (3.0919, -0.0773, -1.2394)  -0.011
C (4.2690, 0.2163, -0.4231)  0.011
C (5.5389, -0.1112, -0.8593)  -0.002
C (6.6340, 0.2628, -0.0901)  0.000
C (6.4557, 0.9375, 1.1115)  -0.001
C (5.1730, 1.2154, 1.5652)  -0.002
C (4.0791, 0.8307, 0.7970)  -0.006
P (2.3747, 1.0281, 1.3202)  -0.049
C (2.0028, 2.7549, 0.9613)  -0.010
C (2.5609, 3.8036, 1.6910)  -0.005
C (2.3028, 5.1123, 1.3126)  0.000
C (1.5143, 5.3798, 0.1984)  0.002
C (0.9481, 4.3404, -0.5278)  0.021
C (1.1976, 3.0301, -0.1484)  0.034
C (2.3778, 0.8125, 3.1055)  0.007
C (1.6027, 1.6363, 3.9298)  -0.001
C (1.7152, 1.5332, 5.3086)  0.001
C (2.5552, 0.5789, 5.8680)  -0.003
C (3.2876, -0.2765, 5.0528)  0.001
C (3.1820, -0.1810, 3.6740)  -0.006
H (2.8319, 0.7506, -1.7767)  -0.007
H (3.3005, -0.8210, -1.9019)  0.003
H (5.6858, -0.6126, -1.8096)  0.000
H (7.6334, 0.0447, -0.4421)  0.000
H (7.3100, 1.2334, 1.7048)  0.000
H (5.0299, 1.6992, 2.5227)  0.000
H (3.1956, 3.6088, 2.5467)  0.000
H (2.7344, 5.9282, 1.8769)  0.000
H (1.3526, 6.4037, -0.1116)  0.000
H (0.3256, 4.5567, -1.3864)  0.001
H (0.7621, 2.1997, -0.7141)  -0.006
H (0.9437, 2.3801, 3.4955)  0.001
H (1.1577, 2.2059, 5.9470)  0.000
H (2.6302, 0.4923, 6.9439)  0.000
H (3.9479, -1.0121, 5.4923)  0.000
H (3.7439, -0.8578, 3.0403)  -0.002
I (-1.1753, 0.6610, 1.8985)  0.018
C (-2.3749, 2.1474, 1.0633)  0.001
C (-2.7181, 3.2470, 1.7911)  0.000
C (-3.4950, 4.2436, 1.1611)  0.000
C (-3.8419, 4.1128, -0.1527)  0.001
C (-3.4687, 2.9719, -0.9116)  0.003
C (-3.8142, 2.8422, -2.2787)  0.000
C (-3.4619, 1.7336, -3.0003)  0.000
C (-2.7941, 0.6706, -2.3692)  0.000
C (-2.4609, 0.7679, -1.0350)  0.006
P (-2.0769, -0.8388, -0.2120)  0.002
C (-3.7547, -1.3311, 0.1307)  0.001
C (-4.5305, -1.8100, -0.9410)  0.002
C (-5.7927, -2.3194, -0.6937)  0.000
C (-6.3108, -2.2999, 0.5966)  0.000
C (-5.5579, -1.7898, 1.6505)  0.000
C (-4.2823, -1.3032, 1.4296)  -0.001
C (-1.1571, -2.2884, 0.4175)  -0.048
C (-1.6674, -3.4681, -0.1399)  0.000
C (-1.0894, -4.6960, 0.1863)  0.017
C (0.0277, -4.7456, 1.0000)  -0.012
C (0.5792, -3.5628, 1.5055)  0.017
C (0.0156, -2.3303, 1.2197)  0.050
C (-2.7392, 1.9321, -0.2783)  -0.006
H (-2.4188, 3.3608, 2.8253)  0.000
H (-3.7972, 5.1122, 1.7302)  0.000
H (-4.4229, 4.8875, -0.6380)  0.000
H (-4.3736, 3.6410, -2.7509)  0.000
H (-3.7251, 1.6544, -4.0463)  0.000
H (-2.5650, -0.2193, -2.9426)  0.000
H (-4.1438, -1.8116, -1.9547)  0.000
H (-6.3744, -2.7309, -1.5079)  0.000
H (-7.3083, -2.6762, 0.7814)  0.000
H (-5.9615, -1.7919, 2.6545)  0.000
H (-3.7041, -0.9259, 2.2632)  0.000
H (-2.5237, -3.4528, -0.7993)  0.003
H (-1.5229, -5.6049, -0.2113)  0.000
H (0.4645, -5.6997, 1.2665)  0.001
H (1.4464, -3.6085, 2.1527)  0.001
H (0.3753, -1.4972, 1.8278)  0.000
N (-0.1205, -3.8106, -6.4478)  0.000
C (-0.5578, -3.9087, -5.1873)  0.000
O (-1.4294, -4.6411, -4.7700)  0.000
C (0.0346, -2.9899, -4.1386)  0.000
C (-0.2516, -1.6271, -4.1268)  0.001
C (0.0878, -0.8847, -3.0117)  -0.007
N (0.6906, -1.4270, -1.9392)  0.018
C (1.0192, -2.7320, -1.9820)  0.013
C (0.7077, -3.5405, -3.0515)  -0.004
H (-0.5059, -4.4383, -7.1401)  0.000
H (0.6303, -3.2047, -6.7312)  0.000
H (-0.7387, -1.1540, -4.9704)  0.000
H (-0.1188, 0.1789, -2.9709)  -0.002
H (1.5266, -3.1328, -1.1129)  -0.005
H (0.9780, -4.5885, -3.0445)  0.000

Results
- HOMO level (alpha / beta): -0.6812 / -0.6811 Ha
- 2S+1: 2
- Net charge: +4
- ΔE to the lowest compared entry with this formula, charge and spin: 47.6 kcal per mole
- Kohn-Sham gap (alpha / beta): 0.18392 / 0.18093 hartree
- Lowest unoccupied orbital energy (alpha / beta): -13.53 / -13.61 eV


(2)
Below is one molecule with the formula C6H10O2Si in a non-equilibrium geometry, with properties calculated with the ωB97M-V functional and the def2-TZVPD basis.

Last column: natural (NBO) charge in e.
CARTESIAN COORDINATES (ANGSTROEM)
C (2.0676, 0.6885, -0.2942)  -0.323
C (2.4975, -0.6294, 0.0569)  -0.119
C (0.8189, 1.0785, 0.0480)  -0.111
C (0.3567, -1.4426, 0.8221)  0.428
C (-1.6852, 0.0863, 1.5427)  -1.066
C (-1.2398, -1.2947, -1.4190)  -0.999
O (1.4649, -1.4238, 0.3704)  -0.407
O (0.4794, 2.4386, 0.0838)  -0.704
Si (-0.8792, 0.1918, -0.1891)  1.161
H (2.8524, 1.4410, -0.6807)  0.232
H (3.3136, -0.9903, -0.5552)  0.204
H (-2.7237, 0.4416, 1.7093)  0.234
H (-1.8531, -0.8624, 1.9456)  0.237
H (-1.1744, 0.5396, 2.2894)  0.235
H (-0.4628, -1.4629, -2.0398)  0.220
H (-1.4320, -2.1313, -0.9076)  0.216
H (-2.1237, -0.9463, -2.1281)  0.231
H (1.1907, 2.9461, 0.4115)  0.473
H (-1.4677, 1.3317, -1.0662)  -0.141

Results
- HOMO level (alpha / beta): -0.2643 / -0.2643 Ha
- Net charge: 0
- ΔE to the lowest compared entry with this formula, charge and spin: 146.9 kcal per mole
- Kohn-Sham gap (alpha / beta): 0.24011 / 0.24014 hartree
- Lowest unoccupied orbital energy (alpha / beta): -0.66 / -0.66 eV


(3)
Below is a 6-piece molecular cluster, C39H84F3N7O5S overall in a non-equilibrium geometry, with properties calculated with the ωB97M-V functional and the def2-TZVPD basis.

Last column: Mulliken charge in e.
CARTESIAN COORDINATES (ANGSTROEM)
O (-3.4103, 4.6805, 8.3431)  -0.559
C (-3.3503, 4.9522, 7.0376)  0.512
O (-4.3593, 4.4369, 6.0575)  -0.356
C (-4.2377, 5.3643, 4.9129)  0.019
C (-5.0519, 6.8103, 5.0852)  -0.611
C (-6.6509, 6.4402, 4.9656)  -0.622
S (-7.3634, 5.7391, 6.5942)  -0.088
C (-8.3109, 4.1860, 6.0585)  0.418
N (-8.3751, 2.8028, 6.6681)  -0.253
N (-9.2579, 2.1251, 5.7980)  -0.238
C (-9.7409, 3.0607, 4.6895)  -0.042
O (-9.1021, 4.4018, 4.8280)  -0.244
C (-2.6059, 5.4426, 4.7935)  0.817
C (-1.7841, 4.1272, 4.1649)  -0.337
O (-1.9642, 2.9173, 4.9716)  -0.248
C (-2.9135, 1.9628, 4.3987)  0.680
F (-2.2150, 0.7919, 3.7466)  -0.142
F (-3.9653, 2.5310, 3.5300)  -0.231
F (-3.6429, 1.3500, 5.5721)  -0.264
O (-2.3311, 5.7088, 6.2466)  -0.390
H (-4.6020, 5.0369, 3.8515)  0.328
H (-4.7662, 7.5524, 4.2051)  0.312
H (-4.8170, 7.2705, 6.1547)  0.272
H (-6.7660, 5.5695, 4.1619)  0.316
H (-7.3164, 7.3267, 4.5832)  0.414
H (-10.4899, 2.8515, 3.8147)  0.316
H (-2.1402, 6.3934, 4.2404)  -0.180
H (-0.6338, 4.4299, 4.2845)  0.018
H (-1.9436, 3.9973, 3.0111)  0.380
C (-0.1180, -3.1568, -1.7984)  -1.274
C (-0.1661, -2.6492, -0.3601)  -0.342
N (-1.2686, -1.7174, -0.1018)  0.124
C (-1.1359, -0.9940, 1.1659)  -0.727
C (-1.1781, -1.8128, 2.4513)  -0.785
C (-2.6155, -2.2047, -0.4055)  -0.656
C (-3.0780, -3.4865, 0.2791)  -0.934
H (-0.1085, -2.3247, -2.5105)  0.315
H (0.7947, -3.7418, -1.9548)  0.451
H (-0.9683, -3.8052, -2.0290)  0.185
H (0.7838, -2.1294, -0.1769)  0.418
H (-0.1910, -3.5054, 0.3214)  0.261
H (-1.9017, -0.2107, 1.2204)  0.322
H (-0.1828, -0.4482, 1.1455)  0.350
H (-2.1888, -2.1590, 2.6763)  0.187
H (-0.8623, -1.1881, 3.2946)  0.206
H (-0.5086, -2.6760, 2.4187)  0.323
H (-2.6872, -2.3566, -1.4895)  0.363
H (-3.3474, -1.4127, -0.1991)  0.339
H (-2.3292, -4.2814, 0.2335)  0.212
H (-3.9791, -3.8621, -0.2183)  0.370
H (-3.3419, -3.3150, 1.3245)  0.276
C (1.2622, -9.4474, -6.4424)  -1.039
C (0.5076, -8.8754, -5.2457)  -0.409
N (1.2894, -7.9130, -4.4627)  0.122
C (0.6977, -7.6057, -3.1576)  -0.764
C (-0.6598, -6.9117, -3.1459)  -0.560
C (1.8232, -6.7621, -5.1937)  -0.672
C (0.8339, -5.8761, -5.9433)  -0.788
H (2.2233, -9.8739, -6.1358)  0.323
H (0.6732, -10.2468, -6.9045)  0.485
H (1.4447, -8.6879, -7.2083)  -0.110
H (0.2482, -9.7253, -4.6006)  0.461
H (-0.4376, -8.4443, -5.5908)  0.262
H (1.4046, -7.0091, -2.5683)  0.346
H (0.5991, -8.5475, -2.6008)  0.397
H (-0.5786, -5.8614, -3.4325)  -0.120
H (-1.0734, -6.9320, -2.1312)  0.371
H (-1.3847, -7.4013, -3.8013)  0.303
H (2.5617, -7.1297, -5.9168)  0.353
H (2.4097, -6.1337, -4.5107)  0.321
H (0.1215, -6.4520, -6.5394)  0.235
H (1.3788, -5.2221, -6.6332)  0.258
H (0.2771, -5.2266, -5.2650)  0.229
C (2.7827, 9.8268, 0.4239)  -1.429
C (1.9373, 9.5629, 1.6666)  -0.325
N (1.0019, 8.4438, 1.5149)  0.172
C (-0.0155, 8.3872, 2.5683)  -0.850
C (0.4615, 8.1385, 3.9949)  -0.833
C (1.5866, 7.1546, 1.1405)  -0.733
C (2.6722, 6.5784, 2.0433)  -0.650
H (2.1522, 9.9549, -0.4625)  0.327
H (3.3624, 10.7463, 0.5582)  0.435
H (3.4915, 9.0152, 0.2349)  0.290
H (1.3620, 10.4787, 1.8573)  0.441
H (2.5991, 9.4240, 2.5274)  0.278
H (-0.7662, 7.6306, 2.3097)  0.470
H (-0.5658, 9.3379, 2.5583)  0.299
H (0.7696, 7.1015, 4.1424)  0.022
H (-0.3606, 8.3272, 4.6946)  0.415
H (1.2870, 8.7957, 4.2798)  0.382
H (2.0033, 7.2494, 0.1302)  0.344
H (0.7889, 6.4083, 1.0302)  0.319
H (3.4324, 7.3167, 2.3108)  0.247
H (3.1839, 5.7608, 1.5236)  0.403
H (2.2553, 6.1583, 2.9608)  0.009
C (0.4653, 1.1939, 6.4245)  -1.178
C (1.9525, 1.0147, 6.7152)  -0.526
N (2.8240, 1.7705, 5.8098)  0.191
C (4.2300, 1.3626, 5.8781)  -0.654
C (4.9645, 1.5855, 7.1955)  -0.969
C (2.5947, 3.2151, 5.7429)  -0.282
C (2.6756, 4.0078, 7.0431)  -1.136
H (0.2380, 0.9695, 5.3768)  0.258
H (-0.1195, 0.5092, 7.0480)  0.497
H (0.1277, 2.2106, 6.6459)  0.173
H (2.1699, -0.0556, 6.6004)  0.474
H (2.1452, 1.2626, 7.7638)  0.262
H (4.7913, 1.8527, 5.0733)  0.343
H (4.2833, 0.2915, 5.6400)  0.404
H (5.1921, 2.6410, 7.3570)  0.218
H (5.9228, 1.0542, 7.1756)  0.399
H (4.4034, 1.2100, 8.0550)  0.271
H (1.6024, 3.3833, 5.3066)  -0.082
H (3.2845, 3.6627, 5.0153)  0.359
H (2.1200, 3.5369, 7.8580)  0.260
H (2.2452, 5.0039, 6.8914)  0.397
H (3.7087, 4.1551, 7.3643)  0.311
C (2.2289, -7.8484, -12.4464)  -1.358
C (2.6501, -6.4752, -11.9311)  -0.372
N (2.0330, -6.1126, -10.6512)  0.172
C (2.1809, -4.6941, -10.3136)  -0.618
C (3.5934, -4.1693, -10.0815)  -0.986
C (2.2432, -7.0445, -9.5416)  -0.317
C (3.6808, -7.3722, -9.1522)  -1.008
H (1.1381, -7.9345, -12.4941)  0.321
H (2.6214, -8.0014, -13.4574)  0.428
H (2.6165, -8.6549, -11.8171)  0.265
H (2.3405, -5.7446, -12.6902)  0.443
H (3.7427, -6.4308, -11.8811)  0.292
H (1.5689, -4.4633, -9.4332)  0.312
H (1.7319, -4.1049, -11.1248)  0.405
H (3.9981, -4.5089, -9.1261)  0.195
H (3.5766, -3.0740, -10.0470)  0.415
H (4.2825, -4.4580, -10.8792)  0.270
H (1.7372, -7.9864, -9.7864)  0.340
H (1.7126, -6.6811, -8.6518)  -0.145
H (4.3072, -7.6079, -10.0163)  0.358
H (3.6910, -8.2497, -8.4963)  0.364
H (4.1460, -6.5559, -8.5960)  0.220

Results
- HOMO level: -0.2963 Ha
- Net charge: 0
- SMILES: O=C1O[C@@H](CCSc2nnco2)[C@H](COC(F)(F)F)O1.CCN(CC)CC.CCN(CC)CC.CCN(CC)CC.CCN(CC)CC.CCN(CC)CC
- ΔE to the lowest compared entry with this formula, charge and spin: 190.4 kcal per mole
- Kohn-Sham gap: 0.28997 hartree
- Lowest unoccupied orbital energy: -0.17 eV


Look up the ΔE to the lowest compared entry with this formula, charge and spin of the second one.
146.9 kcal per mole